A gas-phase ion, C11H22N (charge +1). Source: OMol25; level of theory: ωB97M-V/def2-TZVPD.

Computed properties:
F_max in eV/A: 5.3
Total energy in eV: -13244.477
Energy relative to the best compared isomer or geometry (same formula, charge and spin) in eV: 2.298
HOMO energy in eV: -13.97
Charge: +1
SMILES: CCC1=[N+](C)[C@@](C)(CC(C)C)C1

Structure (XYZ):
```
34
Properties=species:S:1:pos:R:3:forces:R:3
C -3.70251 -0.74380 -0.86522 1.1594 -0.0526 0.2323
C -3.02571 0.42149 -1.61591 0.5183 1.3819 1.8811
C -1.60093 0.22377 -1.27717 2.0134 1.4483 1.9004
N -0.61961 1.07590 -1.04117 0.8064 -1.2152 -3.1706
C -0.33692 2.46054 -1.34673 0.2011 0.1205 -2.3188
C 0.41844 0.01969 -0.68382 0.8884 2.7717 2.1947
C 1.62656 -0.08369 -1.63548 -0.2995 -0.2069 -0.6723
C 0.96347 0.52486 0.65184 0.7116 -1.8960 2.6484
C 2.01205 -0.33190 1.44426 -0.8539 -1.9076 -0.6836
C 2.50964 0.21482 2.82900 -2.4211 3.0917 -3.6199
C 1.38279 -1.68605 1.72772 -3.0922 0.2099 -0.2227
C -0.81618 -0.87022 -0.53741 -1.2648 1.6385 -0.3619
H -3.09864 -1.65943 -0.62084 -0.4955 1.0612 -0.6816
H -4.56753 -1.00928 -1.34003 -2.0332 -1.1348 -1.7377
H -4.11738 -0.40587 0.03257 -0.1127 0.7021 1.8056
H -3.30456 1.51597 -1.17260 0.3696 -2.5808 -1.2162
H -3.18265 0.41298 -2.68871 -0.0776 0.0335 -0.1673
H 0.70825 2.73790 -1.16944 -0.5341 -0.2055 0.7344
H -0.50060 2.81647 -2.40723 0.0312 -1.2162 0.6768
H -1.09383 2.95470 -0.84261 -0.8065 1.8439 1.5409
H 2.12978 0.93487 -1.93271 -1.1963 -1.9642 0.7996
H 1.29840 -0.63865 -2.51831 0.2969 0.3532 -0.3202
H 2.36304 -0.74667 -1.13678 -0.2996 0.6470 -0.3911
H 1.38987 1.47016 0.67934 0.9316 2.0906 -1.1687
H 0.20961 0.67314 1.40778 -1.1698 -0.2104 0.0699
H 2.76896 -0.67444 0.73961 1.0107 1.0907 0.2840
H 1.65272 0.31556 3.52725 0.8706 -0.4212 -0.1832
H 2.90325 1.22935 2.57467 -0.0760 -0.5560 0.7910
H 3.28703 -0.41209 3.00847 2.1204 -1.6898 1.6809
H 0.90792 -2.20208 0.86176 -0.1374 0.8949 0.0336
H 0.57546 -1.46100 2.47669 0.4780 -0.8506 -0.4655
H 1.95009 -2.52260 2.01219 1.5350 -0.4741 1.2663
H -1.25697 -0.86347 0.46505 0.5370 0.1136 0.1706
H -0.96453 -1.82043 -0.86159 0.3908 -2.9115 -1.3294
```
Positions in Å, forces in eV/Å.